# 1
Formula: C24H25OS
Source: the Open Molecules 2025 dataset
Level of theory: the ωB97M-V functional and the def2-TZVPD basis

The total energy comes out at -38168.3911 eV. As for the molar mass: 361.53 u. Its charge is +1.

Cartesian coordinates (Å):
1 C -3.961519 -1.238923 3.663190
2 C -3.382253 0.047393 3.069615
3 C -1.870680 0.027865 2.816853
4 S -1.553519 -1.329609 1.596615
5 C -1.928652 -2.618037 2.870389
6 C -3.442157 -2.566122 3.102836
7 H -3.801442 -1.231750 4.747456
8 H -5.046611 -1.216520 3.525832
9 H -3.854944 0.250462 2.105794
10 H -3.617895 0.881170 3.746460
11 H -1.557551 0.973185 2.364853
12 H -1.308461 -0.128372 3.742389
13 H -1.635945 -3.589300 2.460736
14 H -1.370115 -2.428787 3.790620
15 H -3.718273 -3.372981 3.796373
16 H -3.916458 -2.768715 2.139911
17 C 4.617978 4.888521 -3.129501
18 C 3.814981 4.041533 -3.900943
19 C 2.499082 3.750525 -3.503974
20 C 2.041644 4.256433 -2.282663
21 O 0.824819 3.890956 -1.702458
22 C 0.589803 2.605063 -1.234490
23 C 0.411424 2.408072 0.145028
24 C 0.237045 1.117837 0.620553
25 C 0.107253 0.020602 -0.234177
26 C 0.147860 -1.329246 0.408961
27 C 0.145206 -2.626046 -0.373211
28 C -0.031206 -3.771342 0.401262
29 C 0.067649 -5.067779 -0.112955
30 C 0.309365 -5.245914 -1.479408
31 C 0.457564 -4.119555 -2.291571
32 C 0.471055 -2.824796 -1.729487
33 C -0.002886 0.289357 -1.605534
34 C 0.382465 1.541839 -2.107203
35 C 2.785020 5.217121 -1.586793
36 C 4.082796 5.519482 -2.001196
37 H 5.658621 5.054818 -3.415032
38 H 4.196093 3.610380 -4.833240
39 H 1.841932 3.130834 -4.115381
40 H 0.489530 3.250194 0.829483
41 H 0.205889 0.984155 1.711386
42 H 0.945433 -1.368467 1.185400
43 H -0.190261 -3.670668 1.480424
44 H -0.012167 -5.923325 0.564706
45 H 0.356492 -6.251368 -1.897973
46 H 0.613230 -4.250669 -3.364439
47 H 0.758359 -1.990050 -2.371600
48 H -0.394839 -0.453708 -2.296467
49 H 0.517106 1.695580 -3.175381
50 H 2.352589 5.673120 -0.696318
51 H 4.669574 6.255559 -1.445714

Atoms 1-3, force components in eV/Å:
0.0 0.0 0.5
-0.1 -0.3 -0.4
0.2 0.5 -0.2

***

# 2
Formula: C24H26AlN4O2SSi2
Source: the Open Molecules 2025 dataset
Level of theory: the ωB97M-V functional and the def2-TZVPD basis

The total energy comes out at -68558.9675 eV. As for the molar mass: 517.72 u. Its charge is -1.

Cartesian coordinates (Å):
1 Al 0.346202 -1.061202 -1.046526
2 O -4.778027 -0.400931 -0.301850
3 C -4.428333 0.680962 -1.016639
4 C -5.379203 1.686902 -1.186525
5 C -5.075371 2.816139 -1.923865
6 C -3.820484 2.970190 -2.503072
7 C -2.870198 1.981762 -2.324509
8 C -3.151958 0.833681 -1.585722
9 C -2.107407 -0.186415 -1.408927
10 O -0.897339 0.058462 -1.841616
11 N -2.420146 -1.319736 -0.832600
12 N -1.288806 -2.083678 -0.780828
13 C -1.278547 -3.395712 -0.666471
14 C 0.000635 -3.942110 -0.875308
15 C 0.309844 -5.321667 -0.816775
16 C 1.571924 -5.748014 -1.106915
17 C 2.557224 -4.797471 -1.459923
18 C 2.210476 -3.472793 -1.488576
19 N 0.975153 -3.014109 -1.206565
20 H -4.004305 -1.021451 -0.312035
21 H -6.351174 1.554696 -0.729351
22 H -5.825281 3.588878 -2.047202
23 H -3.586099 3.857902 -3.076001
24 H -1.874786 2.073722 -2.740063
25 H -2.160641 -3.991933 -0.467509
26 H -0.473033 -6.018213 -0.543225
27 H 1.814659 -6.802565 -1.066270
28 H 3.570493 -5.088899 -1.694965
29 H 2.945642 -2.720124 -1.736367
30 C 2.068202 -1.977047 1.850334
31 Si 0.760100 -0.671448 1.382278
32 C -0.795231 -1.096484 2.391281
33 C 1.421946 0.929403 2.187585
34 C 1.812937 0.860179 3.533973
35 C 2.318861 1.958577 4.207437
36 C 2.451384 3.173058 3.543492
37 C 2.061048 3.266407 2.219684
38 C 1.542803 2.160767 1.530056
39 Si 0.961397 2.414269 -0.249879
40 C 2.398849 3.058636 -1.290999
41 C -0.405983 3.717202 -0.191539
42 H 2.205734 -2.070097 2.932674
43 H 3.034165 -1.712428 1.410002
44 H 1.789924 -2.962043 1.464415
45 H -0.570925 -1.172913 3.460573
46 H -1.222240 -2.047020 2.062192
47 H -1.564202 -0.329912 2.263015
48 H 1.722411 -0.078225 4.072983
49 H 2.611840 1.868693 5.247665
50 H 2.852622 4.039004 4.057921
51 H 2.161209 4.221862 1.711024
52 H 2.504305 4.143114 -1.172596
53 H 2.253280 2.850437 -2.352971
54 H 3.331456 2.579646 -0.986884
55 H 0.005386 4.678176 0.139707
56 H -1.192908 3.420375 0.504348
57 H -0.866698 3.869548 -1.169578
58 S 4.721350 -0.081563 -2.123354
59 C 3.126860 -0.286972 -1.977592
60 N 1.968979 -0.439499 -1.871058

Atoms 1-3, force components in eV/Å:
0.4 -0.2 0.3
-0.1 0.1 0.0
-0.1 0.0 0.0

***

# 3
Formula: C24H26AsO3RuS6
Source: the Open Molecules 2025 dataset
Level of theory: the ωB97M-V functional and the def2-TZVPD basis

The total energy comes out at -159885.3877 eV. As for the molar mass: 730.86 u. Its expectation value of S² is 0.7589. The spin multiplicity is 2.

Cartesian coordinates (Å):
1 Ru 0.681657 -1.241667 0.806856
2 C -0.994777 -1.578878 4.622055
3 C -1.246912 -0.153465 4.126142
4 S -0.855130 0.355054 2.409537
5 C -2.472484 0.394062 1.647937
6 C -3.053819 -0.980147 1.400335
7 S -1.900069 -1.975333 0.420194
8 C -1.968588 -3.553134 1.338452
9 C -1.238899 -3.615042 2.674557
10 S -2.128375 -2.884569 4.085500
11 H -1.099078 -1.547240 5.708531
12 H 0.022503 -1.885482 4.407076
13 H -0.645258 0.521036 4.736408
14 H -2.294139 0.118175 4.271987
15 H -2.318560 0.912179 0.705663
16 H -3.147776 1.007456 2.247752
17 H -3.992224 -0.893218 0.848714
18 H -3.240891 -1.494954 2.336747
19 H -1.524011 -4.274808 0.650751
20 H -3.023800 -3.812016 1.443970
21 H -0.283460 -3.110832 2.610478
22 H -1.017871 -4.656428 2.907137
23 S 0.702059 -2.444131 -1.064636
24 C 1.694705 -1.583507 -2.255878
25 C 2.415542 -2.262773 -3.233051
26 C 3.207701 -1.547819 -4.120105
27 C 3.297415 -0.161588 -4.040460
28 C 2.569698 0.520643 -3.074954
29 C 1.761099 -0.196402 -2.206514
30 As 0.663749 0.549080 -0.809866
31 C 1.391080 2.307607 -0.512234
32 C 1.163236 3.305753 -1.456902
33 C 1.748150 4.554401 -1.297473
34 C 2.552336 4.810576 -0.195796
35 C 2.769204 3.820240 0.750914
36 C 2.188467 2.568104 0.598234
37 C -0.983940 0.925224 -1.751972
38 C -1.409091 0.057876 -2.752193
39 C -2.623519 0.278653 -3.389424
40 C -3.410237 1.366113 -3.038758
41 C -2.981508 2.242355 -2.050161
42 C -1.771574 2.020687 -1.407353
43 H 2.377636 -3.344120 -3.276336
44 H 3.781849 -2.081974 -4.867048
45 H 3.936707 0.385109 -4.720941
46 H 2.638607 1.599064 -3.006080
47 H 0.542262 3.115954 -2.322671
48 H 1.573582 5.326405 -2.036347
49 H 3.006500 5.785941 -0.073955
50 H 3.389918 4.018173 1.615500
51 H 2.354980 1.803818 1.344285
52 H -0.802159 -0.793413 -3.031403
53 H -2.952392 -0.402311 -4.164232
54 H -4.353454 1.537443 -3.542080
55 H -3.585763 3.099733 -1.781800
56 H -1.438209 2.718001 -0.647168
57 O 1.730784 -3.078272 1.755865
58 S 2.525097 -2.018420 2.454961
59 O 1.494608 -1.143216 3.088594
60 O 3.607203 -2.447350 3.278830
61 S 2.969636 -0.862405 0.833835

Atoms 1-3, force components in eV/Å:
-0.9 0.4 -0.9
-0.1 0.1 -0.1
0.0 0.0 0.0

***

# 4
Formula: C24H26AsS4W
Source: the Open Molecules 2025 dataset
Level of theory: the ωB97M-V functional and the def2-TZVPD basis

The total energy comes out at -131288.5717 eV. As for the molar mass: 701.50 u. Its expectation value of S² is 2.3609. Its charge is +3. The spin multiplicity is 3.

Cartesian coordinates (Å):
1 W 1.079741 0.483923 0.270491
2 C 0.566299 3.494611 1.981629
3 C 1.044142 2.470261 2.996477
4 S 2.205178 1.211909 2.366511
5 C 3.647042 2.216685 1.823712
6 C 4.125713 1.876491 0.423421
7 S 2.823490 1.883999 -0.855721
8 C 2.254622 3.620307 -0.843144
9 C 0.743191 3.724557 -0.860759
10 S -0.092079 2.756299 0.435288
11 H -0.247342 4.075500 2.416655
12 H 1.350723 4.195209 1.702000
13 H 1.539432 2.967677 3.832192
14 H 0.218448 1.888232 3.407732
15 H 3.367230 3.263949 1.922242
16 H 4.443574 2.018550 2.541095
17 H 4.896837 2.578982 0.102383
18 H 4.558772 0.876489 0.368353
19 H 2.697132 4.122791 0.014561
20 H 2.663261 4.081666 -1.742955
21 H 0.424468 4.761798 -0.747054
22 H 0.317981 3.354135 -1.794570
23 S 2.435301 -1.295684 -0.300989
24 C 1.576194 -2.545457 -1.159849
25 C 2.286535 -3.702250 -1.494201
26 C 1.621248 -4.738521 -2.136046
27 C 0.275550 -4.617899 -2.448111
28 C -0.434317 -3.453811 -2.126309
29 C 0.212668 -2.424668 -1.479263
30 As -0.643581 -0.755036 -1.062683
31 C -2.423809 -0.795227 -1.737061
32 C -3.416311 -1.471035 -1.030574
33 C -4.678271 -1.565402 -1.597640
34 C -4.930558 -1.000073 -2.842339
35 C -3.928241 -0.335111 -3.536204
36 C -2.659706 -0.224294 -2.985534
37 C -0.783899 -0.803808 0.931683
38 C -0.250487 -1.833279 1.737206
39 C -0.563328 -1.898051 3.084007
40 C -1.437513 -0.967780 3.640231
41 C -2.004501 0.036995 2.858221
42 C -1.688548 0.120014 1.514131
43 H 3.337882 -3.788142 -1.251457
44 H 2.161694 -5.637217 -2.400154
45 H -0.232631 -5.424740 -2.959380
46 H -1.478642 -3.361698 -2.399193
47 H -3.218915 -1.925359 -0.068022
48 H -5.464178 -2.086160 -1.067476
49 H -5.918332 -1.081304 -3.275692
50 H -4.131952 0.099263 -4.505344
51 H -1.878005 0.293582 -3.527950
52 H 0.385493 -2.593303 1.300626
53 H -0.154439 -2.692119 3.694355
54 H -1.700648 -1.043063 4.687963
55 H -2.719729 0.725648 3.289155
56 H -2.179878 0.860968 0.893354

Atoms 1-3, force components in eV/Å:
0.6 0.3 -0.2
0.0 0.0 0.0
0.0 0.0 0.0

***

# 5
Formula: C24H26BiN4Si
Source: the Open Molecules 2025 dataset
Level of theory: the ωB97M-V functional and the def2-TZVPD basis

The total energy comes out at -44977.2830 eV. As for the molar mass: 607.57 u. Its charge is +1.

Cartesian coordinates (Å):
1 C 2.475576 -0.121955 2.277150
2 C 2.890560 -0.875225 1.164055
3 C 3.288038 -0.004947 0.133713
4 H 2.916521 -1.962309 1.112192
5 C 3.135672 1.341638 0.590687
6 C 2.597636 1.267550 1.952489
7 H 2.580776 2.095128 2.661485
8 H 2.180082 -0.501179 3.254891
9 H 3.707749 -0.287782 -0.829173
10 H 3.581707 2.224851 0.132699
11 Bi 0.607103 1.467002 0.359011
12 C -2.188527 -1.928904 -2.585878
13 H -1.563085 -1.775780 -3.472219
14 H -3.215146 -2.223176 -2.870273
15 H -1.879409 -2.849565 -2.002603
16 Si -1.122323 -1.598460 -0.959914
17 C -1.881171 -2.156851 0.606463
18 C -0.929500 -2.506834 1.576751
19 H 0.126692 -2.325936 1.376930
20 C -1.308625 -3.145814 2.756116
21 H -0.545489 -3.439784 3.475392
22 C -2.653459 -3.452207 2.976027
23 H -2.945701 -4.023339 3.855186
24 C -3.625502 -3.022830 2.067397
25 H -4.682922 -3.225602 2.257439
26 C -3.245117 -2.363180 0.890518
27 H -4.000225 -2.052224 0.167042
28 C 0.547792 -2.347896 -1.356019
29 C 0.928900 -3.653508 -1.004159
30 H 0.366796 -4.220323 -0.259965
31 C 2.010034 -4.269938 -1.647790
32 H 2.224970 -5.318275 -1.448536
33 C 2.768748 -3.563018 -2.578370
34 H 3.560478 -4.058168 -3.136334
35 C 2.498747 -2.213876 -2.810335
36 H 3.113820 -1.638180 -3.500273
37 C 1.402475 -1.613692 -2.194689
38 H 1.191493 -0.559900 -2.386077
39 H -0.888598 -0.111949 -0.951928
40 H -2.433880 -0.948459 -2.003618
41 N 0.366215 5.803594 0.669616
42 C 1.661416 5.772086 1.197448
43 C 2.029805 4.469591 1.219488
44 N 0.981597 3.698430 0.717961
45 C -0.024077 4.543480 0.396038
46 C -1.297638 4.081644 -0.116133
47 N -1.585913 2.777454 -0.295994
48 C -2.876037 2.721454 -0.805476
49 C -3.369547 3.992713 -0.936205
50 N -2.358905 4.847288 -0.489732
51 H -0.211318 6.619043 0.514299
52 H 2.194892 6.652107 1.494349
53 H 2.937116 3.988318 1.543369
54 H -3.336600 1.771348 -1.024708
55 H -4.320973 4.357070 -1.282282
56 H -2.383720 5.869277 -0.447519

Atoms 1-3, force components in eV/Å:
0.4 0.7 0.1
-0.3 0.2 0.1
0.3 0.6 0.1

***

# 6
Formula: C24H26BrN6O4S3Ti
Source: the Open Molecules 2025 dataset
Level of theory: the ωB97M-V functional and the def2-TZVPD basis

The total energy comes out at -168106.0662 eV. As for the molar mass: 686.48 u. Its expectation value of S² is 0.7703. The spin multiplicity is 2.

Cartesian coordinates (Å):
1 Ti -0.075955 0.484495 0.012165
2 O -2.553889 -0.930956 2.846323
3 C -2.681257 -2.246503 2.543508
4 C -3.676102 -2.957559 3.206312
5 C -3.857519 -4.304306 2.943898
6 C -3.059447 -4.961246 2.015741
7 C -2.068410 -4.250529 1.359674
8 C -1.859561 -2.900310 1.617746
9 C -0.765022 -2.156653 0.902235
10 O -1.196224 -0.940350 0.383066
11 N 0.342063 -1.848060 1.813937
12 N 0.901907 -0.647020 1.638296
13 C 1.871110 -0.339940 2.569922
14 C 2.477436 0.827728 2.652004
15 Br -0.586914 2.230446 1.729062
16 C 3.086794 1.974086 2.727398
17 C 4.321195 2.340144 2.011481
18 C 4.999240 1.424395 1.207663
19 C 6.125266 1.813419 0.506567
20 C 6.590443 3.119332 0.600236
21 C 5.927397 4.032645 1.404487
22 C 4.796473 3.643775 2.107513
23 H -2.018611 -0.478377 2.176079
24 H -4.298034 -2.431042 3.917800
25 H -4.636312 -4.845294 3.465927
26 H -3.208272 -6.011606 1.807397
27 H -1.435542 -4.744303 0.630772
28 H -0.372699 -2.774137 0.085883
29 H 0.338320 -2.242428 2.746530
30 H 2.129369 -1.123185 3.280256
31 H 2.632409 2.745445 3.345749
32 H 4.625316 0.411082 1.120119
33 H 6.632202 1.105296 -0.135185
34 H 7.460088 3.423584 0.033410
35 H 6.283056 5.052051 1.478100
36 H 4.269370 4.359158 2.727966
37 S 1.026719 -0.906549 -1.611800
38 C 2.243955 0.326194 -1.712308
39 S 1.960404 1.607743 -0.578402
40 C 3.281110 0.294360 -2.597944
41 C 3.424466 -0.798572 -3.507819
42 N 3.527302 -1.680316 -4.239954
43 C 4.236334 1.354543 -2.663659
44 N 5.003326 2.210692 -2.717392
45 C -4.267197 -0.871091 -0.496453
46 S -3.477473 -0.960341 -2.102165
47 C -4.591389 -2.173682 -2.816591
48 O -3.785724 0.332179 -2.790092
49 H -5.314424 -0.602360 -0.633371
50 H -3.745719 -0.102994 0.070529
51 H -4.163456 -1.828919 0.015055
52 H -4.510542 -3.108010 -2.260900
53 H -4.280372 -2.330423 -3.847174
54 H -5.608488 -1.784210 -2.785497
55 C -1.053207 1.540717 -3.931527
56 N -1.660145 2.532008 -3.050653
57 C -1.828333 2.313909 -1.755100
58 N -2.514608 3.172750 -0.989188
59 O -1.333029 1.273498 -1.221937
60 H -0.717021 2.047083 -4.832519
61 H -1.776802 0.765486 -4.178929
62 H -0.195805 1.090691 -3.437335
63 H -2.186149 3.279495 -3.470311
64 H -2.783646 4.072900 -1.344785
65 H -2.369770 3.079945 0.008185

Atoms 1-3, force components in eV/Å:
0.1 0.0 0.0
0.0 0.0 0.0
0.0 0.0 0.0